# 1
DFT (wB97M-V/def2-TZVPD) results for 2 unconnected molecules or ions with the total composition C4H8NO3 at a distorted geometry.

Summary:
- ΔE to the lowest compared entry with this formula, charge and spin (kJ/mol) = 106.2
- multiplicity = 1
- calculated total energy (Ha) = -437.765026
- total charge = -1
- HOMO-LUMO gap (eV) = 8.35

```
16
C4H8NO3, DFT wB97M-V/def2-TZVPD
C -0.4979 -0.1873 -1.5602
C -1.6637 -0.8102 -0.9067
O -2.8290 -0.5209 -1.1366
N -1.3921 -1.8120 0.0032
H -0.1114 0.6319 -0.8500
H -0.9142 0.3843 -2.3873
H -2.1076 -2.5160 0.0488
H -0.4335 -2.0516 0.1800
H 0.3966 -0.7954 -1.6736
C 2.8258 0.4747 0.6158
C 1.3855 0.9544 0.9915
O 0.8103 1.5949 0.0656
O 0.9875 0.6197 2.1119
H 2.8676 -0.5801 0.3466
H 3.5374 0.6996 1.4125
H 3.1262 0.9718 -0.3087
```


# 2
DFT (wB97M-V/def2-TZVPD) results for a gas-phase ion, C2H7N2 (charge +2) at a distorted geometry.

Summary:
- ΔE to the lowest compared entry with this formula, charge and spin (kJ/mol) = 210.6
- expectation value of S² = 0.766
- multiplicity = 2
- calculated total energy (Ha) = -189.080191
- total charge = +2
- HOMO-LUMO gap (spin up / spin down) (eV) = 11.86 / 9.43

```
11
C2H7N2, DFT wB97M-V/def2-TZVPD
C 0.8859 1.2384 -0.7724
N -0.2152 0.3497 -0.4787
C -0.1510 -0.7120 0.3766
N -1.0700 -1.1918 1.1544
H 1.6230 1.0791 0.0125
H 1.2697 0.8445 -1.7498
H 0.5439 2.2514 -1.0321
H -0.9915 0.2676 -1.1625
H 0.8387 -1.1335 0.5473
H -2.0954 -1.2720 1.1883
H -0.6383 -1.7214 1.9164
```


# 3
DFT (wB97M-V/def2-TZVPD) results for a single C2H5NS2 molecule at a distorted geometry.

Summary:
- ΔE to the lowest compared entry with this formula, charge and spin (kJ/mol) = 144.7
- multiplicity = 1
- SMILES = CS/C=N/S
- calculated total energy (Ha) = -930.284335
- HOMO-LUMO gap (eV) = 9.06

```
10
C2H5NS2, DFT wB97M-V/def2-TZVPD
C 0.7548 -1.2443 1.8927
C 0.3673 0.5771 -0.0904
H 0.2708 -1.9715 1.2746
H 0.0322 -0.5531 2.3604
H 1.4521 -1.7594 2.6084
H 0.4757 1.6479 -0.2392
H -2.4098 -0.4434 -2.0209
N -0.6394 -0.1258 -0.5576
S 1.7046 -0.1547 0.8696
S -1.8345 0.6524 -1.5504
```


# 4
DFT (wB97M-V/def2-TZVPD) results for a molecular structure, C30H32NOS4Ti.

Summary:
- ΔE to the lowest compared entry with this formula, charge and spin (kJ/mol) = 75.1
- multiplicity = 1
- calculated total energy (Ha) = -3734.489897
- total charge = +1
- HOMO-LUMO gap (eV) = 7.20

```
69
C30H32NOS4Ti, DFT wB97M-V/def2-TZVPD
Ti 0.1393 0.3272 1.4083
C -1.8530 -1.7213 4.5968
C -0.9168 -1.4356 3.4489
S 0.2110 -0.1107 3.6610
C -0.9001 -2.2016 2.3273
C -1.8274 -3.3719 2.1334
S 0.2390 -1.9279 1.0161
H -1.7556 -0.9656 5.3717
H -1.6272 -2.6932 5.0409
H -2.8953 -1.7437 4.2724
H -2.0216 -3.8771 3.0792
H -1.3961 -4.0910 1.4392
H -2.7908 -3.0562 1.7246
O -0.4051 0.6440 -0.4814
S -0.6051 1.5976 -1.6647
C 1.0688 1.9497 -2.2568
C 1.8612 0.7671 -2.7298
C 2.1073 0.5986 -4.0901
C 2.8392 -0.4903 -4.5424
C 3.3407 -1.4134 -3.6357
C 3.1130 -1.2422 -2.2765
C 2.3764 -0.1590 -1.8260
C -1.2570 0.5381 -3.0147
C -1.5509 -0.8668 -2.5800
C -2.6970 -1.1468 -1.8419
C -2.9985 -2.4500 -1.4862
C -2.1498 -3.4837 -1.8614
C -1.0051 -3.2092 -2.5927
C -0.7050 -1.9026 -2.9538
H 1.5421 2.4555 -1.4119
H 0.9025 2.6852 -3.0483
H 1.7299 1.3255 -4.8010
H 3.0253 -0.6106 -5.6012
H 3.9213 -2.2562 -3.9866
H 3.5174 -1.9462 -1.5608
H 2.2268 -0.0225 -0.7648
H -0.5046 0.5643 -3.8008
H -2.1549 1.0481 -3.3631
H -3.3724 -0.3420 -1.5692
H -3.9008 -2.6636 -0.9278
H -2.3876 -4.5042 -1.5909
H -0.3455 -4.0131 -2.8914
H 0.1877 -1.6890 -3.5301
S 1.8939 1.8318 1.4584
C 3.4695 1.0067 1.3457
C 4.5164 1.7239 0.7730
C 5.7618 1.1325 0.6323
C 5.9672 -0.1744 1.0538
C 4.9229 -0.8826 1.6295
C 3.6739 -0.2965 1.7838
H 4.3544 2.7404 0.4383
H 6.5733 1.6961 0.1914
H 6.9396 -0.6348 0.9422
H 5.0778 -1.8967 1.9743
H 2.8751 -0.8500 2.2603
C -4.8025 4.3199 1.7067
C -3.6933 3.3148 1.7542
C -3.8622 2.0197 1.2694
C -2.8043 1.1369 1.2915
N -1.6077 1.4631 1.7969
C -1.4419 2.6958 2.2994
C -2.4450 3.6409 2.2785
H -5.7679 3.8426 1.5526
H -4.6351 5.0184 0.8844
H -4.8408 4.9024 2.6263
H -4.8158 1.6974 0.8732
H -2.9000 0.1290 0.9040
H -0.4788 2.9076 2.7477
H -2.2560 4.6213 2.6943
```


# 5
DFT (wB97M-V/def2-TZVPD) results for a molecular structure, C14H20S6TcTe.

Summary:
- expectation value of S² = 0.768
- multiplicity = 2
- calculated total energy (Ha) = -3283.435147
- HOMO-LUMO gap (spin up / spin down) (eV) = 5.82 / 5.73

```
42
C14H20S6TcTe, DFT wB97M-V/def2-TZVPD
Tc -0.3641 0.5780 1.5321
C 2.3367 -1.3873 0.4624
C 2.5771 -0.1696 -0.4153
S 1.0518 0.5342 -1.0646
C 0.8192 -0.4564 -2.5712
C 0.2151 -1.8525 -2.4574
S -1.4063 -1.7744 -1.6715
C -1.2978 -3.0839 -0.4426
C -2.2217 -2.7681 0.7239
S -1.7632 -1.4881 1.9411
C -0.6290 -2.4426 2.9772
C 0.8138 -2.5175 2.4943
S 1.5111 -0.9019 2.0043
H 3.2706 -1.8885 0.7228
H 1.6863 -2.0958 -0.0469
H 3.2504 -0.4257 -1.2348
H 3.0453 0.6366 0.1522
H 1.7840 -0.5012 -3.0832
H 0.1749 0.1652 -3.1964
H 0.8665 -2.5157 -1.8880
H 0.1332 -2.2801 -3.4580
H -0.2697 -3.1932 -0.0962
H -1.6048 -4.0396 -0.8726
H -2.3721 -3.6669 1.3253
H -3.2087 -2.4854 0.3537
H -1.0248 -3.4536 3.0890
H -0.6727 -1.9589 3.9511
H 0.9102 -3.1899 1.6422
H 1.4407 -2.9136 3.2937
S -1.9252 1.5281 0.2136
C -1.2142 3.0670 -0.2984
C -1.9360 3.8774 -1.1800
C -1.4214 5.0849 -1.6068
C -0.1707 5.4998 -1.1449
C 0.5385 4.7074 -0.2652
C 0.0288 3.4797 0.1726
S 0.9766 2.4835 1.2715
H -2.9070 3.5424 -1.5264
H -1.9838 5.6997 -2.2974
H 0.2441 6.4432 -1.4766
H 1.5089 5.0311 0.0924
Te -0.7905 1.0923 3.8790
```


- Which value of multiplicity does entry 1 give?
  1


- Look up the multiplicity of the third one.
  1


Please write out number 2 again, unchanged.
DFT (wB97M-V/def2-TZVPD) results for a gas-phase ion, C2H7N2 (charge +2) at a distorted geometry.

Summary:
- ΔE to the lowest compared entry with this formula, charge and spin (kJ/mol) = 210.6
- expectation value of S² = 0.766
- multiplicity = 2
- calculated total energy (Ha) = -189.080191
- total charge = +2
- HOMO-LUMO gap (spin up / spin down) (eV) = 11.86 / 9.43

```
11
C2H7N2, DFT wB97M-V/def2-TZVPD
C 0.8859 1.2384 -0.7724
N -0.2152 0.3497 -0.4787
C -0.1510 -0.7120 0.3766
N -1.0700 -1.1918 1.1544
H 1.6230 1.0791 0.0125
H 1.2697 0.8445 -1.7498
H 0.5439 2.2514 -1.0321
H -0.9915 0.2676 -1.1625
H 0.8387 -1.1335 0.5473
H -2.0954 -1.2720 1.1883
H -0.6383 -1.7214 1.9164
```